No. 1
Density functional theory data (wB97M-V/def2-TZVPD) for a cluster of 2 separate species, C5H17N2 in total.

```
24
Properties=species:S:1:pos:R:3
C -1.835 -1.357 0.839
C -0.509 -1.054 1.514
N -0.109 0.396 1.364
C 1.315 0.698 1.675
H -2.337 -2.180 1.345
H -1.664 -1.632 -0.205
H -2.497 -0.491 0.861
H 0.325 -1.653 1.158
H -0.548 -1.208 2.593
H -0.747 0.967 1.935
H 1.540 1.739 1.438
H 1.483 0.457 2.723
H 1.954 0.057 1.064
C 0.960 -0.670 -2.186
C 0.702 0.807 -1.971
N -0.486 1.110 -1.239
H 1.966 -0.796 -2.606
H 0.908 -1.222 -1.243
H 0.227 -1.099 -2.873
H 1.564 1.307 -1.499
H 0.634 1.323 -2.966
H -1.276 0.501 -1.490
H -0.787 2.085 -1.399
H -0.311 0.701 0.366
```

2S+1: 2
total charge: +2
gap between HOMO and LUMO (alpha / beta): 0.4952 / 0.2548 hartree
⟨S²⟩: 0.755

No. 2
Density functional theory data (wB97M-V/def2-TZVPD) for a structure of composition C6H24FeN12O6.

```
49
Properties=species:S:1:pos:R:3
Fe -19.976 -5.778 9.587
C -19.194 -3.211 11.311
O -19.140 -4.105 10.450
N -18.162 -2.502 11.632
N -20.332 -2.749 11.726
H -18.488 -1.821 12.302
H -17.227 -2.872 11.731
H -21.151 -3.098 11.248
H -20.417 -1.982 12.377
C -17.249 -6.934 8.919
O -18.392 -6.644 8.655
N -16.386 -6.229 9.622
N -16.801 -8.156 8.839
H -15.433 -6.563 9.614
H -16.599 -5.263 9.826
H -17.248 -8.753 8.158
H -15.909 -8.428 9.227
C -21.035 -8.155 7.636
O -20.866 -7.224 8.420
N -22.163 -8.865 7.515
N -20.266 -8.337 6.638
H -23.002 -8.628 8.025
H -22.118 -9.729 6.995
H -19.400 -7.819 6.640
H -20.433 -9.145 6.056
C -18.790 -7.372 12.348
O -19.429 -6.872 11.426
N -17.520 -7.234 12.484
N -19.237 -8.068 13.277
H -17.058 -6.656 11.798
H -17.044 -7.662 13.265
H -20.223 -8.214 13.110
H -18.660 -8.382 14.044
C -22.960 -5.808 10.762
O -21.754 -5.611 10.576
N -23.886 -5.822 9.888
N -23.536 -5.970 11.944
H -24.826 -6.086 10.146
H -23.550 -5.750 8.938
H -22.950 -6.133 12.750
H -24.469 -6.356 11.920
C -19.859 -4.257 6.960
O -20.394 -4.368 8.034
N -20.052 -5.201 6.093
N -19.211 -3.208 6.457
H -19.978 -4.940 5.120
H -20.566 -6.059 6.235
H -19.031 -3.277 5.465
H -18.932 -2.417 7.020
```

2S+1: 9
total charge: +2
gap between HOMO and LUMO (alpha / beta): 0.0892 / 0.2577 hartree
⟨S²⟩: 20.013

No. 3
Density functional theory data (wB97M-V/def2-TZVPD) for a structure of composition C45H36ClF6N3O8PS3Sr.

```
104
Properties=species:S:1:pos:R:3
Sr 0.346 -2.448 0.502
F 3.921 -4.895 0.256
C 4.453 -3.980 1.065
F 5.535 -3.468 0.473
F 4.829 -4.567 2.198
S 3.247 -2.625 1.385
O 2.818 -2.240 0.062
O 3.910 -1.654 2.188
N 2.127 -3.367 2.142
S 1.055 -4.174 2.900
O 0.808 -3.675 4.214
O -0.081 -4.431 2.049
C 1.880 -5.804 3.132
F 2.173 -6.362 1.960
F 2.994 -5.662 3.842
F 1.055 -6.616 3.797
Cl -3.526 -1.821 0.323
C -4.282 -0.851 -0.898
C -5.604 -1.133 -1.215
C -6.236 -0.418 -2.216
C -5.543 0.573 -2.899
C -4.228 0.849 -2.560
C -3.567 0.148 -1.550
P -1.872 0.593 -0.943
C -1.152 1.358 -2.441
C -1.173 0.643 -3.641
C -0.515 1.125 -4.762
C 0.195 2.317 -4.699
C 0.247 3.019 -3.504
C -0.421 2.541 -2.385
C -2.421 2.049 0.045
C -2.975 3.210 -0.496
C -3.489 4.195 0.329
C -3.451 4.038 1.712
C -2.900 2.892 2.258
C -2.391 1.899 1.427
H -6.115 -1.921 -0.681
H -7.265 -0.641 -2.468
H -6.025 1.133 -3.690
H -3.697 1.625 -3.094
H -1.703 -0.300 -3.698
H -0.544 0.556 -5.683
H 0.718 2.686 -5.572
H 0.816 3.937 -3.435
H -0.359 3.091 -1.453
H -3.018 3.338 -1.571
H -3.919 5.091 -0.103
H -3.851 4.811 2.356
H -2.869 2.757 3.332
H -1.989 0.988 1.851
C -2.612 -5.171 -2.391
C -2.360 -4.731 -3.684
C -1.369 -3.786 -3.888
C -0.643 -3.274 -2.805
C -0.917 -3.634 -1.469
C -1.905 -4.624 -1.327
C 0.459 -2.313 -3.088
C 1.073 -2.297 -4.376
C 2.036 -1.389 -4.663
C 2.433 -0.458 -3.681
C 3.414 0.531 -3.914
C 3.783 1.385 -2.915
C 3.180 1.277 -1.645
C 2.219 0.335 -1.393
C 1.823 -0.564 -2.412
N 0.863 -1.496 -2.136
H -3.369 -5.927 -2.215
H -2.924 -5.119 -4.524
H -1.186 -3.441 -4.900
H -2.162 -4.974 -0.329
H 0.779 -3.034 -5.108
H 2.514 -1.370 -5.637
H 3.869 0.593 -4.896
H 4.541 2.138 -3.091
H 3.494 1.945 -0.854
H 1.771 0.257 -0.408
C 0.087 4.958 1.146
C 0.831 4.222 2.224
C 0.754 4.612 3.557
C 1.446 3.920 4.540
C 2.235 2.838 4.183
C 2.337 2.438 2.855
C 1.618 3.123 1.893
S 3.053 1.904 5.445
O 3.004 2.661 6.667
O 4.300 1.464 4.897
N 2.116 0.598 5.706
C 1.693 -0.225 4.570
C 0.317 0.150 4.018
C 0.162 -0.423 2.622
O 1.000 -0.138 1.727
O -0.812 -1.200 2.413
H -0.534 5.753 1.558
H -0.563 4.272 0.599
H 0.780 5.401 0.428
H 0.145 5.466 3.830
H 1.385 4.214 5.579
H 2.947 1.590 2.578
H 1.655 2.788 0.865
H 1.427 0.772 6.424
H 1.685 -1.271 4.883
H 2.453 -0.151 3.792
H 0.213 1.238 3.956
H -0.481 -0.238 4.651
```

total charge: -1
gap between HOMO and LUMO: 0.2713 hartree